(1)
This record from OMol25 describes a structure of composition C25H44N9O6P2Pt. The level of theory is ωB97M-V/def2-TZVPD.

Structure (XYZ):
```
87
Properties=species:S:1:pos:R:3:mulliken_charge:R:1
Pt -0.447 0.184 -1.220 1.4914
O -1.547 -3.694 -0.930 -0.5057
C -1.173 -2.630 -1.304 0.2306
N -1.502 -1.398 -0.718 -0.3720
C -2.822 -1.096 -0.304 0.0731
O -3.535 -1.846 0.278 -0.4999
C -3.254 0.219 -0.881 0.4870
C -4.557 0.656 -0.832 -0.6182
C -4.904 1.780 -1.573 -0.6173
C -3.938 2.412 -2.344 -0.9909
C -2.641 1.932 -2.334 0.1225
N -2.317 0.857 -1.606 0.0521
C -0.390 -2.361 -2.545 0.5824
C -0.039 -3.319 -3.466 -0.7794
C 0.566 -2.906 -4.648 -0.4880
C 0.795 -1.553 -4.859 -0.8547
C 0.428 -0.640 -3.888 0.1598
N -0.169 -1.055 -2.765 0.3404
H -5.276 0.098 -0.246 0.6276
H -5.923 2.145 -1.567 0.5204
H -4.183 3.268 -2.957 0.5243
H -1.849 2.395 -2.908 0.5969
H -0.265 -4.355 -3.251 0.6227
H 0.847 -3.631 -5.401 0.5215
H 1.257 -1.196 -5.769 0.5168
H 0.606 0.419 -3.998 0.3404
C 0.569 0.720 4.048 -0.8813
N 0.628 -0.616 3.455 0.9610
C 1.078 -1.674 4.366 -1.0213
P -0.280 -1.048 2.173 -1.9816
O -0.782 0.148 1.440 0.0186
O 0.719 -1.894 1.171 0.4628
P 1.950 -1.369 0.325 -0.7457
O 1.417 -0.380 -0.748 -0.1632
N 2.532 -2.726 -0.326 0.6346
C 3.639 -2.585 -1.284 -1.0996
C 2.385 -4.078 0.226 -0.7182
N 3.068 -0.562 1.145 0.6838
C 2.977 0.882 1.392 -0.6629
C 4.213 -1.236 1.773 -1.0400
N -1.379 -2.201 2.481 0.8662
C -2.459 -1.758 3.379 -1.1498
C -1.190 -3.651 2.469 -0.6193
H -0.121 0.745 4.894 0.3207
H 0.243 1.437 3.300 0.0925
H 1.559 1.002 4.408 0.3097
H 0.389 -1.804 5.203 0.3185
H 2.059 -1.415 4.764 0.3748
H 1.170 -2.624 3.838 0.2500
H 3.692 -1.565 -1.665 0.2960
H 3.475 -3.262 -2.122 0.3773
H 4.592 -2.837 -0.815 0.3491
H 1.595 -4.107 0.968 0.0355
H 3.321 -4.404 0.685 0.3803
H 2.139 -4.771 -0.579 0.2835
H 1.999 1.260 1.103 -0.0498
H 3.751 1.409 0.831 0.3445
H 3.123 1.072 2.454 0.2776
H 4.069 -2.314 1.792 0.3225
H 4.311 -0.891 2.802 0.3377
H 5.134 -1.006 1.238 0.3501
H -2.554 -0.671 3.360 0.3171
H -2.278 -2.080 4.406 0.3823
H -3.401 -2.184 3.035 0.3660
H -0.443 -3.935 1.734 -0.0976
H -2.132 -4.115 2.177 0.3388
H -0.903 -4.024 3.454 0.2998
C -0.374 4.949 -2.492 -1.3048
N 0.215 3.778 -1.834 0.1490
C 1.318 3.138 -2.542 -1.0787
C -0.276 3.222 -0.720 -0.1252
O 0.021 1.972 -0.460 0.4784
N -0.990 3.900 0.164 0.2092
C -1.733 3.203 1.217 -0.6779
C -0.854 5.348 0.373 -1.2029
H -0.485 4.723 -3.553 0.4757
H 0.261 5.829 -2.396 0.3786
H -1.356 5.163 -2.079 0.4344
H 1.849 3.897 -3.111 0.5379
H 0.951 2.390 -3.252 0.2369
H 2.010 2.672 -1.846 0.3177
H -1.945 2.178 0.937 -0.0082
H -2.656 3.750 1.397 0.4352
H -1.147 3.187 2.137 0.3488
H 0.001 5.739 -0.167 0.4234
H -0.687 5.511 1.437 0.4080
H -1.759 5.878 0.078 0.3594
```

The total energy comes out at -74139.226 eV. As for the largest force on an atom: 0.0168 hartree/bohr. Its total charge is +3. For the HOMO energy, the calculation gives -16.2 eV.

---

(2)
This record from OMol25 describes a structure of composition C4H6O2. The level of theory is ωB97M-V/def2-TZVPD.

Structure (XYZ):
```
12
Properties=species:S:1:pos:R:3:nbo_charge:R:1
O -0.871 -1.332 -0.803 -0.6576
C -1.125 -0.074 -0.708 0.0755
C 0.124 1.012 0.331 -0.0008
O -0.419 1.278 1.573 -0.6778
C 1.178 0.130 0.199 0.0720
C 1.534 -1.042 -0.111 -0.4339
H 0.403 -1.466 -0.545 0.3603
H -1.927 0.224 -0.020 0.1687
H -1.084 0.521 -1.635 0.1379
H 0.113 1.918 -0.270 0.2194
H -0.353 0.475 2.108 0.4793
H 2.428 -1.644 -0.120 0.2570
```

The total energy comes out at -8335.882 eV. As for the largest force on an atom: 0.0104 hartree/bohr. Its total charge is 0. For the HOMO energy, the calculation gives -9.4 eV.

---

(3)
This record from OMol25 describes a cluster of 4 separate species, C44H53BF5N2O5P3S3 in total. The level of theory is ωB97M-V/def2-TZVPD.

Structure (XYZ):
```
116
Properties=species:S:1:pos:R:3:mulliken_charge:R:1
C -0.633 5.099 -1.165 -0.8798
C -0.852 3.856 -0.139 -0.1047
P -2.048 2.583 -0.879 0.3402
C -3.864 3.197 -0.717 -1.0939
C -1.970 0.923 0.087 -0.3776
C -2.034 -0.343 -0.799 0.1902
C -2.010 -1.823 -0.260 -1.4403
C -1.859 -1.935 1.304 0.9599
C -1.775 -3.441 1.894 -1.3178
B -0.253 -4.058 1.764 0.5253
O 0.081 -5.099 2.705 -0.6392
O 0.727 -3.587 0.817 -0.5169
C -1.795 -0.665 2.230 0.0055
C -1.655 -0.844 3.836 -1.2475
C -0.281 -1.608 4.173 -0.0063
C 0.668 -0.876 5.234 -0.1010
C 2.167 -1.456 4.950 -0.8187
N 3.145 -1.118 6.033 -0.3026
C 4.320 -2.020 5.772 0.5157
C 5.083 -2.089 4.355 -0.7663
O 4.756 -2.810 6.660 -0.5230
C -1.873 0.800 1.637 0.8486
P -1.858 2.349 2.749 0.1492
C -0.298 2.427 3.819 -0.5085
C 1.056 1.992 3.075 -0.8849
C -3.426 2.465 3.803 -0.7306
C -4.546 3.386 3.087 -0.5676
N -2.119 -3.018 -1.122 0.7812
F -3.451 -3.176 -1.445 -0.2647
C -1.242 -2.972 -2.305 -0.9518
C -1.098 -1.666 -3.176 0.7644
C -0.174 -1.536 -4.406 -0.6382
C 0.665 -2.770 -4.791 0.1215
F 1.526 -2.652 -5.926 -0.3213
C 0.538 -4.095 -3.974 -0.3241
S 1.637 -5.480 -4.587 -0.1525
C -0.419 -4.248 -2.733 0.9705
P -0.590 -5.893 -1.773 0.7539
O 0.777 -6.075 -0.751 -0.4640
O -2.063 -5.941 -0.870 -0.6610
S -0.736 -7.437 -2.982 -0.3402
S -2.149 -0.209 -2.661 -0.2737
H -0.575 6.102 -0.593 0.3300
H -1.543 5.214 -1.868 0.2699
H 0.319 5.010 -1.785 0.1838
H -1.389 4.322 0.774 0.1678
H 0.123 3.414 0.254 0.2773
H -4.482 2.329 -0.270 0.3405
H -4.310 3.472 -1.729 0.3801
H -3.973 4.069 0.012 0.3484
H -2.050 -3.344 3.012 0.3112
H -2.569 -4.094 1.401 0.6423
H 0.748 -5.720 2.346 0.2764
H 1.445 -3.149 1.340 0.2266
H -1.826 0.124 4.409 0.1576
H -2.535 -1.542 4.123 0.5091
H -0.539 -2.689 4.428 0.4337
H 0.318 -1.649 3.180 -0.2391
H 0.419 -1.177 6.307 0.3793
H 0.754 0.254 5.104 -0.3316
H 2.113 -2.604 4.896 0.4676
H 2.444 -1.082 3.906 0.1859
H 3.511 -0.181 5.794 0.2706
H 4.429 -1.784 3.467 0.2321
H 6.016 -1.421 4.316 0.2725
H 5.459 -3.155 4.114 0.2904
H -0.519 1.869 4.791 0.6084
H -0.166 3.537 4.115 0.3653
H 1.844 1.832 3.902 0.0604
H 0.959 1.074 2.407 0.2919
H 1.414 2.918 2.485 0.2798
H -3.909 1.460 4.058 0.3748
H -3.123 3.002 4.783 0.3683
H -5.617 3.091 3.347 0.3105
H -4.416 3.234 1.961 -0.1207
H -4.343 4.509 3.276 0.2627
H -0.128 -0.555 -4.993 0.3467
H 2.372 -5.919 -3.485 0.1820
H 0.568 -6.697 -0.015 0.2947
H -2.017 -5.321 -0.107 0.2886
F -3.099 -8.399 -8.701 -0.3181
C -2.744 -7.277 -8.054 0.2659
C -1.657 -7.302 -7.194 -0.6579
C -1.287 -6.139 -6.527 0.3366
C -2.015 -4.967 -6.719 -0.1030
C -3.107 -4.955 -7.581 -0.4992
C -3.471 -6.115 -8.257 -0.3982
H -1.108 -8.226 -7.050 0.4208
H -0.433 -6.146 -5.857 -0.1115
H -1.728 -4.061 -6.194 0.3004
H -3.676 -4.042 -7.727 0.3721
H -4.314 -6.122 -8.939 0.4017
F -0.990 4.206 -4.383 -0.2884
C -0.021 4.930 -4.962 0.2296
C 1.280 4.454 -4.957 -0.2314
C 2.284 5.203 -5.562 -0.3732
C 1.977 6.426 -6.154 -0.4546
C 0.667 6.897 -6.149 -0.3704
C -0.339 6.143 -5.554 -0.4855
H 1.502 3.504 -4.484 0.4685
H 3.305 4.836 -5.571 0.3587
H 2.762 7.012 -6.622 0.3603
H 0.430 7.851 -6.607 0.3635
H -1.366 6.490 -5.548 0.4062
F 2.375 3.448 5.279 -0.3186
C 3.344 4.176 4.699 0.3942
C 4.644 3.695 4.690 -0.3754
C 5.646 4.446 4.085 -0.4496
C 5.338 5.674 3.504 -0.4598
C 4.030 6.149 3.523 -0.4614
C 3.025 5.393 4.119 -0.2737
H 4.865 2.741 5.155 0.4007
H 6.665 4.075 4.065 0.3712
H 6.121 6.261 3.035 0.3693
H 3.793 7.107 3.074 0.3675
H 2.000 5.744 4.135 0.4397
```

The total energy comes out at -134330.684 eV. As for the largest force on an atom: 0.1057 hartree/bohr. Its total charge is 0. As for the structure (SMILES): CCP(C)c1c2c(c(CB(O)O)c(CCCCNC(C)=O)c1P(CC)CC)N(F)c1c(cc(F)c(S)c1P(O)(O)=S)S2.Fc1ccccc1.Fc1ccccc1.Fc1ccccc1. For the HOMO energy, the calculation gives -8.0 eV.